Record 1
88
Properties=species:S:1:pos:R:3:forces:R:3:lowdin_charge:R:1 method="wB97M-V/def2-TZVPD" charge=0 s2=0.80 fmax_ev_per_a=1.71 homo_ev="-7.42 / -7.27" homo_lumo_gap_ev="7.6700 / 7.5210" multiplicity=2
V -1.005644 0.172617 -0.502180 -0.3099 -0.7377 -0.9200 0.6270
C -0.895392 -2.961287 -1.898977 0.2180 -0.0691 -0.1674 -0.1751
C -1.493465 -2.980762 -0.497925 -0.1050 0.2328 0.0914 -0.1853
N -2.309770 -1.775108 -0.278107 0.0924 0.1285 -0.0025 -0.1013
C -3.532237 -1.742231 -1.109694 0.0739 -0.1075 0.0784 -0.1550
C -3.808776 -0.366037 -1.710917 0.1368 0.0755 -0.1441 -0.1590
N -2.578422 0.350843 -2.085519 0.0728 0.3831 0.1424 -0.1180
C -2.031306 0.135456 -3.433070 -0.0985 0.2687 0.2593 -0.1770
C -1.461739 -1.249173 -3.553470 0.0716 -0.2257 -0.1605 -0.1843
N -0.637022 -1.596164 -2.388496 -0.3197 0.2709 0.2974 -0.0365
H -1.558243 -3.469572 -2.601416 0.0054 -0.0261 -0.0021 0.1087
H 0.031526 -3.526285 -1.892836 0.1119 -0.1035 0.0486 0.1100
H -0.694820 -2.979987 0.238261 0.0006 0.0194 0.1126 0.0735
H -2.073434 -3.897288 -0.354186 -0.0462 -0.0833 -0.0190 0.1274
H -2.560752 -1.700543 0.699290 -0.0427 -0.0799 0.0276 0.0820
H -4.403408 -2.034987 -0.522903 -0.0657 -0.0541 0.0368 0.1277
H -3.430753 -2.495158 -1.890815 0.0193 0.0326 -0.0256 0.1024
H -4.307088 0.252156 -0.967532 -0.0011 0.0025 0.0120 0.1091
H -4.480477 -0.463460 -2.569202 -0.0636 -0.0597 -0.0464 0.1254
H -2.754607 1.346262 -1.995218 -0.0920 -0.0677 0.0691 0.0979
H -1.235268 0.867145 -3.569252 -0.0699 0.0722 0.0320 0.0991
H -2.784686 0.316113 -4.205198 -0.0632 -0.0630 -0.0808 0.1250
H -0.902914 -1.330969 -4.488518 0.0598 -0.0125 -0.0447 0.1290
H -2.281675 -1.964391 -3.628778 0.0308 -0.0032 -0.0077 0.1050
H 0.347922 -1.477573 -2.586523 0.0134 -0.0862 -0.0547 0.0809
C 1.418004 2.252044 -3.066076 0.0069 0.0073 0.0833 -0.0443
C 1.350360 3.120458 -1.834798 0.1563 0.1714 -0.1545 -0.2122
C 2.034781 4.328801 -1.850313 0.0086 -0.0104 0.0716 -0.0625
C 2.003762 5.183088 -0.756434 -0.0200 -0.0704 -0.0749 -0.0853
C 1.256873 4.831402 0.353441 -0.0509 -0.0498 0.1058 -0.0500
C 0.546803 3.632492 0.403651 0.0146 0.2990 0.4929 -0.2018
C -0.297526 3.316952 1.612520 0.0830 0.1172 0.0380 -0.0411
C 0.623992 2.770463 -0.684666 -0.8437 -1.4027 -0.5025 -0.2278
N -0.108462 1.545824 -0.673606 0.8637 1.0447 -0.2944 -0.0968
H 1.439143 2.867909 -3.966699 -0.0110 0.0147 0.0349 0.0810
H 0.575455 1.569142 -3.133916 -0.0093 -0.0222 0.0789 0.0343
H 2.328502 1.651067 -3.071317 0.0582 -0.0508 0.0132 0.0740
H 2.599110 4.595128 -2.737892 -0.0104 0.0357 0.0343 0.1077
H 2.547103 6.119773 -0.779750 -0.0126 -0.0233 0.0148 0.0987
H 1.211055 5.497326 1.209080 0.0071 -0.0252 -0.0263 0.1118
H 0.228536 3.607844 2.521596 0.0135 0.0579 0.0159 0.0769
H -0.550750 2.262799 1.677374 0.1284 0.0732 -0.0396 0.0372
H -1.243731 3.864868 1.582727 0.0590 0.0204 -0.0314 0.0854
C 3.366842 -3.195248 -2.601685 -0.0139 0.0993 0.0028 -0.0942
C 2.962669 -3.871032 -1.460579 -0.0650 0.0465 0.0715 -0.0893
C 2.269514 -3.201554 -0.452007 -0.0009 -0.0804 0.0337 -0.1056
C 1.956814 -1.843103 -0.546705 0.1426 -0.1005 -0.1336 -0.2881
C 2.395626 -1.183103 -1.707429 0.0113 -0.1696 0.0060 -0.1574
C 3.083556 -1.836125 -2.722558 -0.0138 -0.1251 0.1091 -0.0848
Si 0.952264 -0.847934 0.747803 0.2355 0.1126 0.0491 0.7337
C 0.810724 -2.024031 2.231150 -0.1255 -0.3846 0.2421 -0.2910
C -0.398004 -2.350052 2.853989 0.1062 -0.0629 -0.0111 -0.1141
C -0.465919 -3.222847 3.938498 0.0935 0.0865 -0.0858 -0.0879
C 0.696524 -3.798144 4.427052 0.0383 -0.0062 -0.0335 -0.0969
C 1.917712 -3.490651 3.834145 -0.0431 0.0541 -0.0185 -0.0827
C 1.968468 -2.615414 2.757925 -0.0251 0.0577 0.1172 -0.1072
C 2.238932 0.378970 1.409303 0.2030 0.2020 0.2007 -0.2768
C 1.901010 1.122427 2.547720 0.0983 -0.0042 0.0199 -0.1213
C 2.768921 2.051840 3.104789 -0.0614 -0.0461 -0.0595 -0.0935
C 4.015070 2.268043 2.531839 0.0188 -0.0026 -0.0013 -0.0989
C 4.390575 1.526759 1.422694 -0.1217 -0.1036 -0.0335 -0.0884
C 3.516029 0.587319 0.877984 -0.0551 0.1704 0.0647 -0.0875
H 3.907620 -3.715001 -3.383120 -0.0150 0.0143 0.0064 0.0981
H 3.187360 -4.925808 -1.347695 -0.0072 0.0309 -0.0048 0.1012
H 1.971695 -3.759194 0.432964 0.0124 0.0405 -0.1068 0.0971
H 2.176843 -0.131126 -1.822262 -0.0356 0.1992 0.0236 0.0762
H 3.404897 -1.287753 -3.601045 -0.0035 -0.0071 0.0162 0.1018
H -1.319080 -1.907086 2.492357 0.0535 -0.0554 -0.0093 0.0555
H -1.419789 -3.446734 4.401957 0.0123 0.0141 -0.0257 0.0990
H 0.655186 -4.480549 5.267333 0.0079 0.0181 -0.0064 0.0982
H 2.832500 -3.927512 4.218731 -0.0359 0.0101 -0.0135 0.1010
H 2.934302 -2.369451 2.324517 -0.0501 -0.0142 0.0143 0.1091
H 0.939107 0.964092 3.025861 -0.0331 0.0014 -0.0378 0.1018
H 2.471083 2.612882 3.983769 0.0009 -0.0258 -0.0174 0.1011
H 4.692138 3.000350 2.954836 -0.0104 -0.0102 -0.0037 0.0967
H 5.369230 1.671196 0.980047 -0.0169 -0.0068 -0.0029 0.0972
H 3.851323 0.012186 0.025000 -0.0135 -0.0239 -0.0524 0.0857
F -5.681517 2.647089 2.832658 0.0464 -0.0079 -0.0319 0.0404
C -4.622770 2.125218 2.165743 -0.1006 0.0581 0.0364 -0.2949
C -3.999142 1.007356 2.665221 0.1204 -0.0677 -0.0353 -0.0122
C -2.919859 0.480109 1.952083 0.0346 0.0197 -0.0330 -0.1152
C -2.434496 1.021675 0.753300 -0.5653 0.2027 0.3920 -0.2484
C -3.101020 2.190690 0.336933 -0.0065 -0.0165 0.0894 -0.1569
C -4.185937 2.742336 1.011361 0.1211 -0.0028 -0.0996 -0.0179
H -4.343830 0.571067 3.594954 0.0261 -0.0138 -0.0321 0.1157
H -2.421364 -0.376189 2.395016 -0.0364 0.0056 -0.0038 0.0635
H -2.736772 2.731121 -0.535230 -0.0119 0.0178 0.0121 0.0977
H -4.675594 3.645917 0.669043 0.0136 -0.0173 -0.0062 0.1165

Record 2
98
Properties=species:S:1:pos:R:3:forces:R:3:lowdin_charge:R:1 method="wB97M-V/def2-TZVPD" charge=+2 relative_energy_ev=0.000 s2=6.05 fmax_ev_per_a=1.60 homo_ev="-13.01 / -13.30" homo_lumo_gap_ev="7.9248 / 5.5746" multiplicity=5
Os -0.030718 -1.045506 0.997019 1.3810 -0.6379 0.5098 0.9301
Cl -6.201456 -5.832594 1.608648 0.3064 0.2178 0.2725 0.8176
C -4.965760 -4.711756 1.260269 0.0025 0.1080 -0.0204 -0.6138
C -4.188262 -4.095943 2.270906 -0.9105 -0.4823 0.0771 -0.0814
C -3.237525 -3.199941 1.931342 0.7536 0.5628 -0.5805 -0.5669
Cl -2.211381 -2.433397 3.053320 -0.1483 -0.0186 0.6273 0.7810
C -2.967524 -2.828634 0.556237 0.5822 0.3400 -0.4574 -0.4234
O -2.060523 -2.015836 0.188682 -1.1031 -0.7857 0.6786 -0.1942
C -3.805199 -3.489352 -0.417155 0.4032 0.4720 -0.4189 -0.5649
Cl -3.544809 -3.090012 -2.059001 0.0162 0.0306 -0.1431 0.7933
C -4.756521 -4.394495 -0.083559 -0.1662 -0.1902 -0.1245 -0.1171
H -4.417387 -4.307481 3.298462 0.1162 -0.1346 0.2963 0.1243
H -5.343100 -4.858302 -0.861089 -0.0992 -0.0833 0.0207 0.1217
S 1.164138 -1.902086 2.818126 -0.0425 0.6229 0.1511 0.5285
C 1.189834 -0.754938 4.214064 -0.7738 0.1675 -0.9498 -0.6296
C 1.636917 -1.194576 5.438053 0.1946 -0.6725 0.8781 -0.1004
C 1.666319 -0.322031 6.527126 -0.0930 0.2911 -0.9496 -0.0308
C 1.190580 0.984271 6.378994 0.4732 -0.6937 0.0825 -0.0491
C 0.695725 1.421379 5.168182 -0.2299 -0.5785 -0.6874 -0.0617
C 0.707541 0.544873 4.074692 -0.0106 0.2112 0.3356 -0.4053
As 0.073355 1.062337 2.341744 -0.5568 -0.6121 0.2326 1.1861
C -1.336817 2.316465 2.621602 0.4166 0.0316 0.0780 -0.4104
C -1.035683 3.667958 2.625235 -0.1562 0.6841 -0.0322 -0.1023
C -2.028790 4.608894 2.894168 0.0279 -0.6693 -0.0540 -0.0394
C -3.320493 4.161981 3.181853 0.8105 0.5033 -0.2342 -0.0495
C -3.578097 2.814053 3.241336 0.5564 -1.0613 -0.1410 -0.0613
C -2.600448 1.857602 2.956232 0.1595 0.3997 0.1928 -0.1029
C 1.557360 1.891105 1.498479 0.5291 0.2392 -0.6916 -0.3925
C 2.831368 1.587067 1.972119 -0.3545 0.3123 -0.0350 -0.0957
C 3.953357 2.121214 1.350286 0.3437 -0.0531 0.0425 -0.0572
C 3.817385 2.912376 0.227117 -0.8029 0.7020 -0.0912 -0.0362
C 2.533926 3.203042 -0.261840 0.5223 -0.4068 -0.2185 -0.0522
C 1.418314 2.658485 0.331486 -0.4536 -0.0533 0.4985 -0.1119
H 1.899941 -2.248041 5.585884 0.1378 0.4638 -0.1587 0.1198
H 2.096483 -0.660059 7.451793 -0.1058 -0.0371 0.3062 0.1156
H 1.245089 1.644488 7.211742 -0.1136 0.4481 0.4947 0.1090
H 0.254270 2.401075 5.060635 0.1103 0.1816 0.0314 0.1107
H -0.027286 4.015345 2.435979 0.0237 -0.0526 -0.0855 0.1067
H -1.755820 5.650606 2.891032 -0.1822 0.2065 0.0127 0.1141
H -4.105504 4.867241 3.367876 -0.2508 0.2328 0.1618 0.1135
H -4.523399 2.459706 3.549729 -1.0331 -0.1789 0.1957 0.1017
H -2.749416 0.783211 3.070677 -0.3474 0.2479 -0.1213 0.0943
H 2.901369 0.978888 2.855125 0.3418 -0.1341 0.2584 0.0943
H 4.945571 1.961898 1.755655 -0.0997 -0.1852 0.0468 0.1180
H 4.659566 3.413375 -0.235699 0.0855 -0.2828 0.0499 0.1199
H 2.410089 3.804360 -1.143950 0.0571 0.2110 -0.1646 0.0919
H 0.426964 2.875080 -0.073288 0.2010 0.0025 0.1012 0.1004
C 3.626489 -1.813677 -0.600874 0.1453 0.4661 0.2454 -0.1487
C 3.012924 -3.082106 -0.038644 -0.4429 0.6179 0.6725 -0.3950
As 1.044849 -3.165365 0.016152 -0.1113 -0.4698 -0.0381 1.0894
C 0.400256 -3.819374 -1.757551 0.2293 -0.0713 0.6842 -0.3684
C 1.463493 -3.960441 -2.829059 -0.1161 0.1069 -0.7323 -0.1401
C 0.800971 -4.749241 1.143389 0.0263 -0.0295 -0.3551 -0.4146
C 1.644746 -5.912874 0.619026 0.2590 -0.1239 0.6383 -0.1424
H 4.717131 -1.883676 -0.497682 -0.2242 0.0458 -0.1329 0.0919
H 3.322971 -0.912684 -0.025398 0.0116 -0.4172 -0.3975 0.0680
H 3.402024 -1.685560 -1.662647 0.1046 0.1274 0.0880 0.0599
H 3.310585 -3.172370 1.023486 -0.1378 -0.2980 -0.5326 0.0756
H 3.313057 -3.937210 -0.618177 0.2548 -0.4648 0.0194 0.0604
H -0.420090 -3.167479 -2.070859 0.0485 -0.1995 0.1096 0.0398
H 0.020565 -4.812456 -1.483870 -0.2186 0.2768 -0.2241 0.0695
H 1.855555 -3.015203 -3.199808 0.1153 0.2331 0.2581 0.0538
H 1.010305 -4.395954 -3.726524 0.0142 -0.1864 0.2000 0.0916
H 2.305275 -4.587730 -2.549563 -0.0166 -0.0835 0.1206 0.0728
H -0.248412 -5.003930 1.165972 -0.5071 -0.0091 -0.3709 0.0630
H 1.001780 -4.484668 2.179793 0.4326 -0.0027 -0.0851 0.0262
H 1.569542 -6.109270 -0.451143 0.1256 0.4004 -0.0727 0.0681
H 1.301759 -6.836208 1.064002 -0.1183 -0.2601 0.3283 0.0777
H 2.689532 -5.797889 0.937974 -0.2203 -0.0277 -0.4089 0.0828
C -0.050549 5.253835 -6.175483 0.5526 0.3389 0.3802 -0.0856
C 0.520090 3.988856 -5.533784 0.1691 0.4496 -0.5280 -0.2941
S 0.570551 3.907985 -3.780110 -0.5826 0.1533 0.6540 0.6650
O 0.797348 5.221343 -3.233834 0.1805 -0.3763 -0.0777 -0.2890
O 1.408084 2.789580 -3.384557 -0.1032 0.2962 -0.1727 -0.3073
C -1.108826 3.467388 -3.278477 0.7015 0.2831 -0.1543 -0.1906
C -1.494365 2.034548 -3.499768 -0.1921 -1.0996 -0.6669 -0.1008
N -0.765215 1.015262 -2.692083 -0.7570 0.3635 0.5694 0.0933
C -1.083786 0.655012 -1.429180 -0.2041 0.1333 0.0331 -0.3101
N -0.236725 -0.263225 -0.953722 -0.1920 0.4961 -0.9196 -0.0871
C 0.623857 -0.536155 -1.989203 0.6190 0.0737 0.5250 -0.0486
C 0.317951 0.259904 -3.027575 0.3378 -0.5745 -0.6189 -0.1383
N 0.902449 0.128541 -4.343536 0.8072 -0.0651 0.1721 -0.3236
O 1.979858 -0.424458 -4.392979 -0.1771 -0.0327 0.2714 0.1296
O 0.288000 0.533604 -5.298938 -0.5018 0.3156 -0.3243 0.1067
C -2.262716 1.142904 -0.700802 -0.0918 0.8498 0.2511 0.0146
H 0.189771 5.216825 -7.236193 0.0716 0.0585 -0.0129 0.0879
H 0.427301 6.138414 -5.730931 -0.2188 -0.2200 -0.2374 0.0885
H -1.128030 5.363495 -6.111027 -0.1512 -0.1540 0.2528 0.0768
H 1.570474 3.861873 -5.791195 0.1533 0.0251 -0.0826 0.1187
H 0.013248 3.115520 -5.895044 -0.2347 -0.7059 -0.0559 0.0847
H -1.768536 4.132583 -3.824944 -0.2248 0.0178 -0.1786 0.1186
H -1.161676 3.773858 -2.246180 0.0361 0.0725 0.4967 0.0969
H -1.340556 1.716895 -4.541621 -0.1297 0.2862 0.4040 0.1223
H -2.558757 1.910119 -3.289537 0.1056 -0.0660 0.0869 0.1381
H 1.440007 -1.219465 -1.880937 0.0906 -0.0488 -0.2270 0.0646
H -3.184809 0.805057 -1.156565 -0.2139 -0.1420 -0.2185 0.1053
H -2.283005 2.238738 -0.670186 -0.0599 -0.1276 -0.0071 0.1015
H -2.250289 0.793140 0.324071 0.0372 -0.1182 0.0980 0.0384